1.
DFT (ωB97M-V/def2-TZVPD) results for one molecule with the formula C6H6Se2 in a non-equilibrium geometry.

CARTESIAN COORDINATES (ANGSTROEM)
C 1.127 0.621 0.951
C 1.961 0.016 0.029
C -0.191 0.256 0.779
C -1.970 -0.709 -0.554
C 1.377 -0.595 -1.005
C -0.570 -0.563 -0.274
Se 1.793 -1.781 -2.388
Se -3.409 -0.292 0.561
H 1.429 1.253 1.732
H 3.029 0.031 0.248
H -0.927 0.781 1.330
H -2.274 -1.291 -1.505
H 0.532 -1.358 -2.908
H -2.528 0.149 1.818

Cartesian forces (eV/Å) of the 3 atoms listed first:
-3.772 -0.895 0.605
1.982 -1.043 -1.599
2.011 1.819 1.533

HOMO level (alpha / beta) = -7.49 / -7.49 eV
Kohn-Sham gap (alpha / beta) = 7.0 / 7.0 eV
Net charge = 0
E = -5034.87918 hartree

Charges obtained by Löwdin population analysis, quoted in units of e: -0.099, -0.224, -0.210, -0.534, -0.492, -0.139, 0.820, 0.804, 0.091, 0.117, 0.038, 0.070, -0.172, -0.072

2.
DFT (ωB97M-V/def2-TZVPD) results for an isolated ion of composition C6H7BrNO2 and charge +1 in a non-equilibrium geometry.

CARTESIAN COORDINATES (ANGSTROEM)
C 0.423 1.656 2.749
C 0.111 2.029 1.424
C 0.153 1.149 0.419
C 0.616 -0.253 0.575
C 0.247 -0.872 1.824
C -0.154 -1.236 -0.679
N 0.853 1.195 3.708
O 0.085 -0.690 -1.886
O -1.544 -1.075 -0.556
Br 1.320 -2.222 2.464
H -0.107 3.160 1.221
H -0.098 1.551 -0.455
H 1.590 -0.434 0.239
H -0.820 -0.998 2.293
H 0.414 -2.119 -0.327
H 1.028 -0.515 -1.897
H -1.997 -0.827 -1.375

Cartesian forces (eV/Å) of the 3 atoms listed first:
0.608 -0.258 -0.070
-0.666 2.489 -0.843
0.744 -0.376 3.643

HOMO level = -14.38 eV
Kohn-Sham gap = 7.7 eV
Net charge = +1
E = -3011.65912 hartree

Charges obtained by Löwdin population analysis, quoted in units of e: -0.212, -0.044, -0.035, -0.278, -0.442, -0.323, 0.215, 0.102, 0.061, 0.994, 0.173, 0.085, 0.125, 0.158, 0.147, 0.133, 0.141

3.
DFT (ωB97M-V/def2-TZVPD) results for C6H7Cl2P as an isolated structure in a non-equilibrium geometry.

CARTESIAN COORDINATES (ANGSTROEM)
C -1.014 0.629 -1.123
C 0.333 0.620 -1.099
C -0.984 0.160 1.270
C -1.655 0.291 0.128
C 0.492 0.436 1.271
C 1.182 0.235 0.038
P 1.481 -2.069 -0.332
Cl -3.364 0.231 0.080
Cl 2.813 0.745 -0.289
H -1.509 0.760 -2.097
H 0.872 0.644 -1.962
H -1.429 0.116 2.264
H 0.501 1.583 1.571
H 0.876 -0.042 2.151
H 1.273 -1.811 -1.747
H 0.132 -2.528 -0.124

Cartesian forces (eV/Å) of the 3 atoms listed first:
1.400 -0.226 -0.153
-1.181 -0.763 1.120
0.365 0.205 -0.359

HOMO level = -8.19 eV
Kohn-Sham gap = 8.0 eV
Net charge = 0
E = -1494.46334 hartree

Charges obtained by Löwdin population analysis, quoted in units of e: -0.101, -0.205, -0.120, -0.725, -0.278, -0.925, 0.760, 0.685, 0.627, 0.119, 0.053, 0.119, 0.175, 0.104, -0.131, -0.158

E of number 3 (C6H7Cl2P)?
-1494.46334 hartree